Entry 1:
DFT (ωB97M-V/def2-TZVPD) results for a structure of composition C46H47As2BrCdCl6NO11S at a distorted geometry.

Geometry (Å):
Cd 0.54158 2.72332 -0.00427
Br -2.50386 2.57700 -0.87583
As -1.64355 -4.29479 -0.36313
As -1.14857 -7.84350 1.17347
Cl -0.86719 2.04570 3.11433
Cl 5.21905 3.13663 2.79397
Cl 3.55689 2.89631 0.22247
Cl 4.11247 3.21058 -5.61525
Cl 0.78282 1.98682 5.81398
Cl 3.80801 2.91181 5.72320
S 4.51813 -2.53550 0.63469
O -0.01028 4.38572 -1.07473
O 1.76929 -1.16222 -1.11746
O -4.01697 -3.65449 1.94365
O 0.88067 -4.20765 -2.16082
O 2.25226 -5.17306 -0.67272
O 0.25905 -7.56391 -2.70381
O -0.73569 -5.59351 4.11541
O 0.31367 0.50282 -0.73859
O -4.71523 -5.60072 1.06256
O 0.40174 -9.05086 -1.06002
O -3.00368 -6.32136 4.02548
N 4.98880 -5.17847 0.23595
C 0.83213 2.36883 3.11506
C -3.54422 5.05905 -0.24884
C 1.85245 2.50325 -4.21780
C 2.94213 2.67352 4.25389
C 5.83091 -6.22640 0.11641
C 5.46149 -3.91201 0.66514
C -1.11273 6.49022 -0.88217
C -4.96164 8.61063 -0.70134
C -5.27272 7.18091 1.39198
C 0.16670 -7.89692 -1.40852
C -0.70663 -2.82099 0.57572
C 6.84338 -3.79548 1.10594
C 7.08715 -6.19561 0.67187
C -2.33269 -5.21947 1.29285
C -2.92108 -6.59682 5.44967
C 1.26346 -0.06167 -1.45474
C -2.35611 4.42170 -0.60744
C 3.09096 2.13163 -4.68752
C -1.67442 -6.05171 3.46975
C 2.80156 2.84853 1.82640
C -0.34419 -6.87923 -0.34948
C 3.60157 2.78539 3.04358
C -1.12890 5.09908 -0.91239
C -1.02232 -7.41341 -3.41496
C -0.18556 -5.49871 -0.49211
C 7.60949 -4.95119 1.11144
C 0.19656 8.77522 -1.36074
C 1.35846 6.85718 -0.14706
C -1.63805 -6.15493 1.97421
C 0.23710 7.15065 -1.19370
C 0.74643 6.71637 -2.65574
C -3.79010 -4.91624 1.47531
C -3.56841 6.47142 -0.30247
C 0.51776 -8.47220 2.14111
C 2.14673 -3.69793 -2.78154
C 3.01534 0.21761 -3.20396
C -5.39277 -3.26648 1.87526
C 1.45817 2.66932 1.89899
C -2.33103 7.12651 -0.57845
C 1.17244 1.79950 -3.17427
C 1.83120 0.71680 -2.60540
C 1.53922 2.34554 4.29818
C -6.04680 6.36628 -0.85221
C 3.61266 0.94030 -4.22780
C -4.94302 7.17657 -0.13203
C 1.11100 -4.97815 -1.05990
H 3.51531 -0.59754 -2.78190
H -4.33031 9.27744 -0.14575
H -1.99752 -7.14830 5.64037
H -1.43158 -2.02967 0.82664
H -4.55229 7.82178 1.92733
H -7.03718 6.57548 -0.50678
H -6.00028 6.65386 -1.95257
H 2.22816 7.47266 -0.26351
H 0.98328 7.03966 0.92013
H 2.52958 -2.81401 -2.24130
H 8.58910 -4.87709 1.53383
H 5.36600 -7.17395 -0.23364
H -0.13922 6.73270 -3.29032
H -0.00326 9.16203 -0.36982
H 1.48490 3.45886 -4.54525
H -0.59025 9.05383 -2.08087
H 1.19929 9.19408 -1.76112
H -3.85706 -7.16914 5.69651
H 1.76738 5.81268 -0.11362
H -5.83843 5.27659 -0.75682
H 1.59740 7.35505 -3.03477
H -5.90051 -4.23552 2.01052
H 0.03814 -2.40961 -0.19753
H -2.73130 -5.68128 6.01138
H -6.01608 8.81304 -0.44947
H 4.61900 0.62154 -4.65311
H -4.44957 4.46235 0.03354
H -5.65076 -2.81470 0.90810
H 7.22074 -2.82895 1.41175
H -0.14965 -3.14953 1.46479
H -1.79010 -8.08059 -2.90767
H -2.32037 8.19275 -0.73704
H 2.92574 -4.52158 -2.76927
H -5.63267 -2.61244 2.76227
H -1.32987 -6.36005 -3.34227
H 7.62284 -7.06028 0.72566
H -4.80425 8.70042 -1.79129
H 1.41810 -7.81868 2.07611
H 4.01337 -5.24743 -0.06941
H 0.26626 -8.71975 3.15373
H -0.90374 -7.72703 -4.47050
H 1.82688 -3.44863 -3.75101
H 0.71682 -9.39331 1.63394
H -5.27033 6.12355 1.82432
H 1.08899 5.69368 -2.64368
H 0.17706 2.10370 -2.87957
H -6.28016 7.62830 1.60631

Forces on atoms 1 to 3 (eV/Å):
Cd -0.66 -1.31 -0.33
Br 0.47 -0.79 0.13
As 0.00 0.24 1.28

The value obtained for the energy relative to the best compared isomer or geometry (same formula, charge and spin) is 109.6 kcal per mole. The net charge is -1. The calculation puts the largest force on an atom at 3.21 eV/A.

Atom charges from the Löwdin analysis, given in e for atoms 1 to 2: atom 1 (Cd): 1.366, atom 2 (Br): 0.773


Entry 2:
DFT (ωB97M-V/def2-TZVPD) results for a structure of composition C32H77AlNO7S2.

Geometry (Å):
S -2.41803 2.20732 -3.18102
S -1.92256 1.41568 -0.33130
Al -1.45324 -1.95875 -2.32408
O 1.29296 5.72900 -1.30013
O -0.81367 7.00927 2.35848
O -4.55782 -5.39543 -1.12911
O 2.67188 0.05076 3.69312
O 2.61814 1.54591 -3.09414
O 0.30302 -3.96325 4.49495
O 6.25629 -0.91891 -3.60177
N -0.03015 2.17461 -1.97383
C 0.70232 0.38000 5.06758
C 6.87206 1.03240 -4.90591
C -1.67557 5.87128 2.44297
C 1.24509 0.13804 3.66715
C -0.68119 -4.11775 6.70697
C 2.00405 2.82902 -3.19955
C -0.78884 -4.05294 -0.29290
C 0.67948 -3.61217 -0.07969
C -3.37712 -1.31360 -2.11984
C 1.75117 0.58853 -2.48103
C 3.50163 -2.79793 0.76805
C -1.80545 5.39993 3.88247
C 0.93162 -2.89328 1.25766
C -3.57962 0.79111 -0.59215
C 6.78651 0.40231 -3.52318
C -4.98030 -5.81553 -3.47467
C 0.07879 -6.17464 5.46372
C -1.20972 4.75687 1.51888
C -1.28958 -3.90547 -1.74854
C 0.47314 7.94905 -0.79484
C 0.94535 1.23924 -1.36947
C 0.77871 1.20086 2.68665
C -5.48072 -5.17786 -2.18794
C 2.24950 -2.09942 1.34682
C -3.69683 -0.71970 -0.73721
C 0.48552 2.75070 -3.22854
C 0.74690 6.91791 -1.87580
C -0.49934 -4.77247 5.34542
C 5.96899 1.25732 -2.56968
C -0.50778 6.59265 -2.66689
C -6.87189 -5.66832 -1.81235
C -1.37811 1.88972 -1.94519
H 1.05798 1.34280 5.44846
H 7.32362 2.02503 -4.86041
H -1.46423 -4.82291 4.83759
H 2.44457 -1.87798 2.40586
H 1.17581 -3.87912 4.89245
H 2.33467 3.27549 -4.14591
H 5.34873 -0.85241 -3.91712
H -5.65226 -5.60693 -4.30922
H -6.85746 -6.75014 -1.64625
H 0.91526 -0.84254 3.31877
H -0.83364 5.06542 4.25713
H -1.44975 -3.45659 0.35707
H -2.64264 6.23947 2.09546
H 7.79621 0.26514 -3.12902
H 3.00837 0.90527 3.97933
H -1.88963 3.90494 1.53895
H -2.15417 6.21166 4.52125
H -0.27536 7.56070 -0.10049
H -3.06209 -1.18718 0.03447
H -0.55306 -1.08279 -1.28179
H 0.18984 -6.62320 4.47680
H 0.16611 2.14232 -4.08221
H 1.53120 7.26970 -2.54928
H -0.90973 -1.73318 -3.85470
H 1.37933 8.14927 -0.22108
H 0.05913 6.74410 2.66483
H 3.27697 -3.81090 0.42381
H 0.63188 5.35428 -0.70917
H -0.65370 -4.47580 -2.44387
H 1.62997 1.79946 -0.71668
H -7.59378 -5.45600 -2.60303
H -4.05375 1.33709 -1.41474
H 1.06691 -6.13535 5.93190
H -3.66708 -0.61707 -2.92661
H -5.49850 -4.09340 -2.31016
H 4.94531 1.35523 -2.93936
H 4.29526 -2.87891 1.52306
H 2.37323 -0.21620 -2.08165
H 5.92227 0.79306 -1.58358
H 1.04040 -0.40047 5.75014
H -1.10486 -3.11955 6.59545
H 3.93078 -2.24603 -0.07691
H 1.16297 0.99242 1.69136
H -4.01553 -2.20569 -2.24809
H 2.34681 3.48101 -2.38311
H -0.30090 5.81711 -3.40435
H 1.14333 2.18784 2.99247
H -2.29916 -4.33367 -1.80719
H -4.08411 1.09450 0.33911
H 0.10641 8.89064 -1.20723
H -0.38853 0.39667 5.06870
H 2.10358 -1.12263 0.86932
H 0.28581 -4.02147 7.20973
H 1.30537 -4.51785 -0.12596
H -7.20962 -5.18907 -0.89303
H 5.86982 1.13469 -5.33084
H 7.46403 0.40862 -5.57666
H -0.30967 1.23999 2.62900
H 1.06724 0.14282 -3.21994
H -4.48403 -6.34190 -0.97555
H -4.91146 -6.90156 -3.35392
H -4.73828 -0.94161 -0.43680
H 0.85765 -3.60465 2.08835
H -3.98809 -5.43685 -3.71902
H -1.28447 6.21044 -1.99822
H 0.08053 3.76053 -3.33131
H -1.15861 5.11595 0.48998
H -0.90702 7.46584 -3.18516
H 6.39725 2.25639 -2.46469
H 0.10102 -2.18216 1.39792
H -0.56002 -6.81775 6.07164
H -2.50372 4.56594 3.96269
H 1.00346 -2.97116 -0.91046
H -0.21590 4.40647 1.81365
H -1.33941 -4.70806 7.34687
H -0.87932 -5.09417 0.06505
H 0.42894 0.48443 -0.77405

Forces on atoms 1 to 3 (eV/Å):
S 0.10 0.12 -0.19
S 0.36 0.12 -0.22
Al -0.03 -0.13 -0.09

Its energy is -2885.680556 Ha. The net charge is -1. The calculation puts the largest force on an atom at 0.94 eV/A.

Atom charges from the Löwdin analysis, given in e for atoms 1 to 2: atom 1 (S): 0.664, atom 2 (S): 0.887


Entry 3:
DFT (ωB97M-V/def2-TZVPD) results for a structure of composition C4H7NO at a distorted geometry.

Geometry (Å):
O -0.86912 2.12487 -0.84723
N -1.24914 0.11393 0.45976
C 0.47300 -0.03035 -0.70903
C -0.57213 -1.03091 -0.18989
C 1.25565 0.35926 0.56527
C -0.61105 1.01028 -0.51097
H 0.06062 0.40631 1.25562
H -1.22543 -1.43506 -0.95883
H 1.90646 -0.46115 0.89165
H 0.93287 -0.20017 -1.69312
H -0.18795 -1.81557 0.46940
H -2.20903 0.11193 0.76419
H 1.92763 1.21561 0.31752

Forces on atoms 1 to 3 (eV/Å):
O 0.05 -0.54 0.12
N -0.96 0.28 -1.06
C -0.39 0.04 0.05

The value obtained for the energy relative to the best compared isomer or geometry (same formula, charge and spin) is 76.6 kcal per mole. The net charge is 0. The calculation puts the largest force on an atom at 4.64 eV/A.

Atom charges from the Löwdin analysis, given in e for atoms 1 to 2: atom 1 (O): 0.131, atom 2 (N): -0.019


Entry 4:
DFT (ωB97M-V/def2-TZVPD) results for a structure of composition C50H47F2ILaN8O7Si at a distorted geometry.

Geometry (Å):
La -0.34385 -0.51356 -1.77043
I -7.68798 2.74201 -3.13170
Si -3.25674 -2.38317 -3.84305
F 2.41106 -1.22546 5.00356
F -2.64951 -0.03068 -0.43876
O -1.23929 1.45600 -5.76603
O 2.80096 -1.99889 1.66447
O 3.32128 0.24821 -4.55531
O -1.01915 0.56841 -3.70402
O -0.46565 0.04159 1.31398
O -1.58880 3.57292 -0.54781
O -0.48489 1.71173 -0.99491
N 6.02628 2.29989 6.73173
N 2.00575 -0.06147 -2.66422
N 0.03147 -2.97538 -0.37780
N 0.68849 -2.03833 -3.97765
N 3.37868 1.09232 6.18737
N 1.72892 -0.94472 -0.15219
N -2.51859 -1.95106 -2.37475
N 0.39417 3.57325 3.12974
C -3.20290 -4.27979 -4.33024
C -4.27867 -1.23916 0.82880
C 5.64498 1.67646 5.38162
C 3.71316 1.57936 -1.95041
C -1.64472 1.18403 -4.63803
C 1.64112 -1.37720 -4.62578
C 4.87597 2.19470 7.73292
C -0.82479 -5.08875 0.29396
C 1.93268 -1.90140 0.76441
C -5.64417 2.36871 -3.58367
C 0.85910 2.38253 3.70619
C 2.30289 1.16491 5.22832
C -4.73802 2.25514 -2.53028
C -0.82189 -3.97513 -0.55170
C 0.93617 -3.04539 0.61539
C -2.48684 -1.58400 -5.39713
C 3.57819 2.30135 6.96157
C 0.08411 -5.15752 1.32972
C 2.38965 -0.23524 -3.92784
C 1.73731 2.37400 4.79825
C -0.25328 3.50062 1.92099
C 4.63065 0.57351 5.65046
C 1.89379 -0.02614 4.59857
C -0.18206 1.12337 1.76781
C -5.07453 -3.32289 -0.06815
C -0.19723 5.10569 5.01342
C -5.04990 -1.71016 -3.88251
C -4.00999 1.84588 -5.23878
C 1.08784 -0.02085 3.49819
C -5.29763 2.20424 -4.92588
C 1.02870 -4.17012 1.45362
C 0.75283 -3.76353 -5.63176
C 2.10769 -1.78452 -5.87380
C 2.62874 0.12139 -0.35355
C -5.08529 -2.36417 0.95780
C -3.37052 -2.11966 -1.29513
C 3.37479 0.70531 0.66886
C 4.47082 2.11678 -0.89284
C -3.46523 -1.14940 -0.25736
C 2.77130 0.57016 -1.68961
C -0.93423 2.60076 -0.22984
C -3.43751 1.88256 -2.89623
C 0.24283 -3.18659 -4.47303
C 4.31008 1.71520 0.41369
C -3.07880 1.63649 -4.21342
C 1.68857 -3.01355 -6.35852
C 0.58921 4.87939 3.76570
C 0.56827 1.19179 3.04503
C -0.51612 2.41761 1.18550
C -4.18030 -3.25445 -1.11605
H -0.04302 4.31642 5.76204
H -5.76796 -4.12637 0.00324
H 6.84009 1.82816 7.09740
H 4.97148 1.25097 8.24842
H -2.67191 -2.20992 -6.28297
H 5.21515 2.47485 4.78088
H -1.54735 -3.90535 -1.36624
H 0.31965 5.58310 3.00713
H -4.26610 -0.41780 1.57008
H 5.15673 2.95489 -1.10962
H 2.81775 -1.16027 -6.40750
H -2.71016 1.83065 -2.09117
H -6.08919 2.40391 -5.66004
H 4.94220 3.03276 8.44875
H -0.50710 4.49288 1.53355
H 6.37266 3.26756 6.59117
H 0.47785 -4.78113 -5.90861
H 0.03309 6.12693 5.34299
H 0.11236 -6.02015 1.98560
H 2.04562 3.33620 5.19979
H 3.18997 0.39350 1.69112
H -2.85669 -0.58968 -5.65627
H 3.64883 3.22397 6.40001
H 4.91460 2.21336 1.17652
H 0.86886 -0.88109 2.92329
H -3.68304 1.75919 -6.27247
H 6.55094 1.31253 4.90425
H 4.45431 0.03761 4.70049
H 2.74129 2.42626 7.68207
H -1.54163 -5.89107 0.12419
H -4.07085 -4.59565 -4.93605
H 2.09650 -3.48613 -7.25070
H -2.30113 -4.44444 -4.96157
H -3.12187 -4.89613 -3.41448
H 5.03527 -0.20343 6.29482
H -5.60885 -1.96317 -4.78775
H -4.20161 -4.00803 -1.87268
H -5.78626 -2.46073 1.75132
H 1.66890 4.95557 3.92834
H -1.39367 -1.44792 -5.30259
H -1.26641 5.13511 4.76885
H -0.55050 -3.68847 -3.91000
H 3.80150 1.98513 -2.92246
H -5.70568 -1.98186 -3.06332
H -5.02972 2.50069 -1.51679
H -4.92886 -0.59281 -3.83229
H 1.77450 -4.17658 2.22777

Forces on atoms 1 to 3 (eV/Å):
La 0.34 -0.86 0.09
I 0.31 0.05 -0.05
Si -0.59 0.13 -1.92

The value obtained for the energy relative to the best compared isomer or geometry (same formula, charge and spin) is 0.0 kcal per mole. The net charge is -1. The calculation puts the largest force on an atom at 2.01 eV/A.

Atom charges from the Löwdin analysis, given in e for atoms 1 to 2: atom 1 (La): 2.113, atom 2 (I): 0.741